[1]
28
Properties=species:S:1:pos:R:3 method="wB97M-V/def2-TZVPD" lumo_ev=-4.063 smiles="CC(C)=Nn1nnc(CCF)[n+]1COO" homo_energy_ev=-14.62 total_charge=+1
C 2.759 -1.450 1.764
C 2.014 -0.193 1.512
C 2.654 0.900 0.712
N 0.828 -0.098 2.022
N -0.067 0.667 1.312
N -0.241 1.937 1.384
N -1.232 2.270 0.572
C -1.670 1.161 -0.005
C -2.769 1.047 -1.006
C -2.210 0.833 -2.418
F -1.928 2.055 -2.970
N -0.948 0.119 0.463
C -1.027 -1.323 0.211
O 0.201 -1.836 -0.210
O 0.117 -2.233 -1.578
H 2.493 -2.104 0.928
H 3.835 -1.305 1.733
H 2.444 -1.907 2.699
H 3.705 0.686 0.547
H 2.186 0.979 -0.275
H 2.544 1.856 1.221
H -3.383 0.191 -0.722
H -3.355 1.962 -0.985
H -1.268 0.277 -2.384
H -2.907 0.280 -3.045
H -1.790 -1.520 -0.538
H -1.316 -1.822 1.137
H 0.332 -1.430 -2.080

=====

[2]
25
Properties=species:S:1:pos:R:3 method="wB97M-V/def2-TZVPD" lumo_ev=0.708 de_lowest_kcal_mol=39.28 smiles="CCSCOC(=O)OC[C@@H](C)F" homo_energy_ev=-9.17 total_charge=0
C 2.228 1.017 0.886
C 2.450 0.856 -0.695
S 1.698 -0.667 -1.436
C 1.500 -1.990 -0.115
O 0.111 -2.279 0.182
C -0.353 -1.599 1.317
O 0.253 -1.428 2.379
O -1.702 -1.109 1.247
C -1.717 0.286 0.872
C -1.608 0.516 -0.726
C -3.067 0.505 -1.419
F -0.924 1.761 -0.953
H 1.168 0.738 1.207
H 2.333 2.142 1.104
H 2.988 0.464 1.525
H 3.562 0.995 -0.934
H 1.911 1.749 -1.181
H 1.919 -2.940 -0.608
H 2.154 -1.796 0.791
H -2.740 0.716 1.165
H -0.956 0.924 1.452
H -1.056 -0.384 -1.161
H -3.641 1.455 -1.156
H -3.648 -0.444 -1.198
H -2.861 0.512 -2.547

=====

[3]
28
Properties=species:S:1:pos:R:3 method="wB97M-V/def2-TZVPD" multiplicity=6 lumo_ev="3.250 / 3.239" de_lowest_kcal_mol=0.00 homo_energy_ev="-4.70 / -5.82" total_charge=-1
Mn 0.904 -1.334 -2.294
C 0.962 -5.430 -2.913
C 0.881 -3.946 -2.650
O 1.292 -3.487 -1.550
O 0.397 -3.198 -3.538
H 0.172 -5.723 -3.602
H 0.901 -6.001 -1.990
H 1.916 -5.633 -3.406
C -0.919 1.988 -3.971
C -0.230 0.792 -3.357
O -0.279 -0.326 -3.949
O 0.346 0.930 -2.249
H -0.244 2.501 -4.661
H -1.187 2.692 -3.184
H -1.793 1.691 -4.548
C 4.826 -0.817 -1.561
C 3.355 -0.762 -1.872
O 2.928 -0.865 -3.062
O 2.562 -0.700 -0.894
H 5.424 -0.429 -2.382
H 5.080 -1.860 -1.359
H 5.022 -0.277 -0.635
C -2.098 -1.964 -1.648
O -0.892 -1.593 -0.975
H -2.075 -3.015 -1.936
H -2.972 -1.738 -1.031
H -2.153 -1.357 -2.548
H -0.923 -1.915 -0.071

=====

[4]
21
Properties=species:S:1:pos:R:3 method="wB97M-V/def2-TZVPD" lumo_ev=0.969 de_lowest_kcal_mol=210.63 smiles=C[C@H]1C[C@]2(C)C[C@@H]2N1 homo_energy_ev=-8.36 total_charge=0
C -1.606 0.842 -1.564
C -1.309 -0.119 -0.501
C 0.121 -0.831 -1.022
C 1.089 -0.465 0.188
C 0.732 -1.383 1.366
C 1.950 0.733 0.954
C 0.454 0.824 0.363
H -2.244 0.180 -2.292
H -2.430 1.870 -1.585
H -0.546 1.223 -1.968
H -2.000 -0.720 -0.099
H 0.518 -0.713 -2.083
H 0.134 -1.996 -1.052
H 1.215 -0.680 2.146
H 1.225 -2.271 1.445
H -0.555 -1.373 1.663
H 2.264 0.689 1.857
H 2.378 1.582 0.334
H 0.654 1.676 -0.515
H -1.172 0.165 1.644
N -0.872 0.767 0.722

=====

[5]
21
Properties=species:S:1:pos:R:3 method="wB97M-V/def2-TZVPD" multiplicity=2 lumo_ev="-7.488 / -7.493" de_lowest_kcal_mol=103.06 homo_energy_ev="-13.12 / -13.09" total_charge=+1
C 1.730 -1.124 -1.432
C 1.261 -1.586 -0.048
C -0.926 1.300 -1.352
C -0.960 1.314 0.019
C 0.095 1.914 0.684
C -2.364 0.753 1.952
C -1.937 0.449 0.742
N 1.740 -2.900 0.281
H 2.816 -1.076 -1.508
H 1.403 -1.886 -2.135
H 1.325 -0.158 -1.739
H 0.158 -1.642 -0.091
H -1.475 0.533 -1.881
H -0.589 2.165 -1.921
H 0.666 2.662 0.138
H 0.391 1.520 1.647
H -1.897 1.480 2.610
H -3.185 0.256 2.452
H -2.358 -0.353 0.151
H 1.440 -0.824 0.726
H 2.665 -2.795 0.705

=====

[6]
22
Properties=species:S:1:pos:R:3 method="wB97M-V/def2-TZVPD" lumo_ev=-4.057 de_lowest_kcal_mol=139.70 homo_energy_ev=-12.81 total_charge=+1
C -2.475 -0.171 2.349
C -3.280 -1.173 2.271
C 1.709 -1.038 -1.024
C -1.516 0.498 0.783
C 0.102 1.079 -2.516
C 1.110 0.208 1.024
C 0.257 0.998 -1.000
N -1.044 0.902 -0.268
N 1.146 0.075 -0.400
H -3.660 -1.614 3.211
H -3.576 -1.709 1.350
H 0.957 -1.466 -1.685
H 2.619 -0.993 -1.513
H -2.104 0.476 3.122
H 1.852 -1.799 -0.209
H 0.588 2.060 -2.693
H 0.850 0.344 -2.848
H -0.903 0.940 -2.917
H 0.120 -0.229 1.379
H 1.070 1.218 1.463
H 1.850 -0.457 1.539
H 0.552 1.976 -0.647

=====

[7]
22
Properties=species:S:1:pos:R:3 method="wB97M-V/def2-TZVPD" multiplicity=3 lumo_ev="-3.646 / -6.246" de_lowest_kcal_mol=0.51 homo_energy_ev="-10.58 / -14.55" total_charge=+1
C 0.019 1.518 -0.026
C -1.262 0.874 -0.085
C -2.387 1.515 0.326
C 0.807 -0.599 -0.575
C 1.253 -1.638 0.388
C -1.970 -1.474 -0.146
C 2.417 1.203 -0.104
N -1.178 -0.385 -0.602
N 1.051 0.767 -0.238
H 0.132 2.559 0.234
H -3.341 1.021 0.349
H -2.358 2.552 0.604
H 0.951 -0.819 -1.628
H 0.977 -1.390 1.411
H 2.337 -1.754 0.336
H 0.816 -2.597 0.125
H -2.966 -1.360 -0.585
H -1.556 -2.406 -0.526
H -2.065 -1.523 0.945
H 2.848 0.811 0.821
H 2.465 2.290 -0.081
H 3.010 0.834 -0.941

=====

[8]
23
Properties=species:S:1:pos:R:3 method="wB97M-V/def2-TZVPD" lumo_ev="-6.186 / -6.193" de_lowest_kcal_mol=168.75 homo_energy_ev="-13.32 / -13.32" total_charge=+1
C 2.617 0.425 -0.138
C 0.921 -1.340 0.390
C -0.069 -0.307 0.969
C 2.280 -0.873 -0.032
C -0.896 0.656 0.056
C -2.350 0.699 0.542
C -0.857 0.293 -1.446
N 1.961 1.639 0.132
N -0.458 2.020 0.135
O 0.737 2.335 0.143
H 3.633 0.659 -0.435
H 1.079 -2.095 1.165
H 0.464 -1.868 -0.450
H -0.824 -0.899 1.492
H 0.431 0.279 1.747
H 3.004 -1.620 -0.314
H -2.837 -0.259 0.382
H -2.904 1.463 0.006
H -2.375 0.939 1.603
H -1.331 -0.673 -1.590
H 0.163 0.259 -1.828
H -1.415 1.030 -2.018
H 2.619 2.412 0.184

=====

[9]
23
Properties=species:S:1:pos:R:3 method="wB97M-V/def2-TZVPD" multiplicity=3 lumo_ev="-2.853 / -7.190" de_lowest_kcal_mol=67.21 homo_energy_ev="-10.27 / -14.39" total_charge=+1
C -1.501 -0.358 -1.738
C -0.077 3.067 1.110
C -0.356 -0.627 -2.002
C 0.086 0.774 0.581
C 0.664 -1.602 -2.427
C 1.367 0.686 -0.109
C -0.469 -1.320 2.053
N -0.423 1.741 1.212
N -0.804 -0.369 0.912
O 0.101 3.590 0.055
H -2.392 0.212 -1.587
H -0.176 3.465 2.076
H 0.416 -2.239 -3.209
H 0.993 -2.260 -1.612
H 1.493 -1.029 -2.955
H 1.564 1.586 -0.690
H 1.280 -0.301 -0.621
H 2.130 0.519 0.731
H 0.383 -2.008 1.934
H -0.358 -0.690 2.871
H -1.216 -2.032 2.190
H -1.624 0.074 1.313
H -1.080 -0.880 -0.089

=====

[10]
26
Properties=species:S:1:pos:R:3 method="wB97M-V/def2-TZVPD" lumo_ev=-3.068 de_lowest_kcal_mol=0.00 homo_energy_ev=-13.75 total_charge=+1
C -2.726 0.558 0.405
C 0.465 0.784 -0.042
C -0.630 0.192 -0.949
C -1.220 -1.111 -0.373
C -0.181 -2.002 0.290
C 3.993 0.714 -0.483
C 2.745 1.413 0.018
N -2.187 -0.628 0.636
N -3.724 1.071 1.096
O 0.232 1.098 1.096
O -1.916 -1.744 -1.392
O 1.599 0.875 -0.679
S -2.007 1.391 -0.921
H -0.278 0.049 -1.969
H -0.648 -2.925 0.630
H 0.269 -1.506 1.145
H 0.597 -2.251 -0.428
H 3.957 -0.349 -0.259
H 4.091 0.843 -1.557
H 4.862 1.145 0.004
H 2.781 2.485 -0.198
H 2.598 1.271 1.093
H -2.539 -1.254 1.347
H -4.151 0.578 1.867
H -4.047 2.005 0.900
H -1.936 -2.703 -1.279